39
Properties=species:S:1:pos:R:3:mulliken_spin:R:1 method="wB97M-V/def2-TZVPD" lumo_ev="-10.43 / -12.06" charge=+2 homo_energy_ev="-13.28 / -14.38" s_squared=2.012 total_energy_ha=-2426.3801 multiplicity=3 orbital_gap_ev="2.854 / 2.322"
I -0.02111 -0.83787 -3.97528 0.425
I 0.00343 1.78539 -4.85643 0.571
Au 0.00296 0.62474 -0.11649 0.436
P -2.29502 1.03251 0.09920 0.077
C -2.97248 0.82698 -1.55569 0.017
C -2.98361 -0.26035 1.16030 -0.005
H -4.02905 -0.02595 1.37947 0.002
H -4.16364 2.49365 0.78506 0.001
H -2.40598 -0.28287 2.08626 0.000
H -2.61193 2.86850 1.61023 0.002
H -2.56689 -0.11507 -1.93794 -0.002
H -2.88206 -1.22769 0.66583 0.000
C -3.07391 2.59218 0.65589 -0.004
H -4.06672 0.83283 -1.51637 0.004
H -2.87453 3.38676 -0.07747 -0.001
H -2.60131 1.65163 -2.17964 -0.001
P 2.30414 1.01206 0.11651 0.076
C 2.98427 0.81273 -1.53982 0.018
C 3.05612 2.57796 0.68705 -0.004
H 2.42722 -0.28153 2.11624 -0.001
H 4.04801 -0.05746 1.38971 0.002
H 2.87472 -1.24587 0.69799 0.000
C 2.99541 -0.27473 1.18271 -0.004
H 2.56424 2.85055 1.62714 0.002
H 4.14136 2.49147 0.84758 0.001
H 4.07893 0.81437 -1.50231 0.005
H 2.61520 1.64258 -2.15925 0.000
H 2.86392 3.36849 -0.05153 -0.001
H 2.57472 -0.12593 -1.92858 -0.002
Cl 0.01626 2.40614 1.52489 0.395
N 0.35912 -4.45007 1.92387 0.000
N -0.05925 -3.55934 0.94184 0.001
N -0.08708 -4.04484 -0.31602 0.005
C -0.10209 -2.90682 -1.01679 0.010
N -0.04937 -1.80524 -0.27701 -0.020
N 0.02075 -2.24275 1.02540 0.003
H 0.16913 -4.07739 2.83579 0.000
H -0.11294 -5.32919 1.74026 0.000
H -0.14095 -2.92055 -2.09255 -0.009